Entry 1:
Below is a cluster of 2 separate species, C2H3I2NO in total at a distorted geometry, with properties calculated with wB97M-V/def2-TZVPD.

```
9
Properties=species:S:1:pos:R:3:forces:R:3:nbo_charge:R:1
C -1.119214 1.564327 0.731337 0.104 0.289 0.471 0.2266
C -0.161532 -0.344373 -1.602291 0.903 -1.713 2.361 -0.2423
N -0.933337 0.455298 0.413739 -0.311 -1.494 -1.807 -0.2697
O -0.971449 -0.646109 -0.415189 -0.168 1.064 0.876 -0.3104
I 0.383974 0.087293 3.804096 0.225 -0.049 0.032 0.0178
I 2.732663 -0.090040 2.562318 -0.199 0.015 0.064 -0.0138
H -0.462357 -0.982669 -2.377095 -1.028 -0.748 -1.019 0.1991
H 0.834554 -0.710122 -1.327614 0.190 0.912 -0.252 0.1933
H -0.303301 0.666395 -1.789300 0.284 1.725 -0.725 0.1993
```
Forces are in eV/Å.

Summary:
- relative energy (zero: lowest compared OMol25 entry of this formula, charge and spin) (kcal/mol) = 87.2
- total charge = 0

Entry 2:
Below is a cluster of 2 separate species, C5H9NO in total at a distorted geometry, with properties calculated with wB97M-V/def2-TZVPD.

```
16
Properties=species:S:1:pos:R:3:forces:R:3:nbo_charge:R:1
C -1.249752 -0.147457 1.252069 0.055 0.021 0.033 -0.6209
C -1.035555 0.027115 -0.230640 -0.089 -0.219 0.081 -0.0846
N -0.845846 1.388655 -0.730134 -0.148 0.173 -0.183 -0.6018
C 0.255554 0.433300 -0.846605 0.208 -0.115 -0.072 -0.0915
C 1.510577 0.741148 -0.066133 -0.005 0.023 0.049 -0.6210
C 1.200339 -2.518905 -0.735679 -0.112 -0.376 1.330 0.5095
O 1.111859 -2.735270 0.376048 0.097 0.212 -1.337 -0.5063
H -0.648331 0.564648 1.822937 -0.078 -0.099 -0.087 0.2167
H -2.301073 0.023875 1.508712 0.148 -0.025 -0.048 0.2148
H -0.981942 -1.162949 1.566248 -0.046 0.149 -0.035 0.2115
H -1.650623 -0.633194 -0.846253 0.114 0.117 0.080 0.1875
H -1.312742 1.521744 -1.622287 0.047 -0.010 0.112 0.3524
H 0.438380 0.014610 -1.838321 -0.044 0.114 0.157 0.1942
H 1.272202 1.268254 0.860664 0.022 -0.067 -0.122 0.2194
H 2.172117 1.383959 -0.656661 -0.096 -0.065 0.086 0.2157
H 2.064841 -0.169537 0.186036 -0.073 0.167 -0.044 0.2043
```
Forces are in eV/Å.

Summary:
- relative energy (zero: lowest compared OMol25 entry of this formula, charge and spin) (kcal/mol) = 44.8
- total charge = 0

Entry 3:
Below is a structure of composition C21H15BrInN3OS, with properties calculated with wB97M-V/def2-TZVPD.

```
43
Properties=species:S:1:pos:R:3:forces:R:3:nbo_charge:R:1
In -1.066575 0.431925 0.487557 0.035 -0.103 -0.672 1.2242
Br -0.631443 -4.701670 -4.723803 0.017 -0.047 -0.036 0.2662
C -1.085972 -3.281877 -3.641144 0.010 0.061 0.035 -0.0566
C -2.414501 -3.155341 -3.173166 0.019 -0.012 0.015 -0.1986
C -2.753650 -2.100112 -2.387497 -0.027 0.063 -0.114 -0.1887
C -1.787434 -1.099025 -2.022438 0.082 0.113 -0.121 0.4605
O -2.155891 -0.077661 -1.376018 -0.230 -0.125 0.204 -0.6519
C -0.411156 -1.276546 -2.478645 0.045 0.007 0.117 -0.1605
C 0.628502 -0.294148 -2.180418 -0.221 0.114 -0.223 0.1870
N 0.499191 0.580706 -1.261625 0.293 -0.198 0.245 -0.5106
C 1.388495 1.666050 -1.097013 -0.067 -0.032 0.061 0.0662
C 2.673667 1.756162 -1.562101 0.041 0.017 0.007 -0.1699
C 3.406144 2.949150 -1.398466 -0.029 -0.011 -0.028 -0.1843
C 2.833391 4.044835 -0.815589 -0.014 0.012 -0.028 -0.1285
C 1.516783 3.974658 -0.301480 0.023 0.027 -0.008 -0.1072
C 0.850647 5.072518 0.290784 -0.001 0.001 -0.003 -0.0657
C -0.420804 4.920815 0.769768 0.027 -0.016 0.010 -0.2521
C -1.012595 3.650907 0.717659 0.028 0.028 -0.022 0.1123
N -0.432264 2.613600 0.144167 0.008 0.161 0.232 -0.5644
C 0.814103 2.761894 -0.399742 -0.067 -0.028 -0.039 0.2297
C -0.105541 -2.333710 -3.297172 -0.012 -0.089 0.058 -0.1107
H -3.146990 -3.898797 -3.456038 -0.003 0.000 0.006 0.2617
H -3.764950 -1.957481 -2.031443 -0.002 -0.002 0.000 0.2542
H 1.491315 -0.292442 -2.847971 -0.018 0.042 -0.025 0.2002
H 3.141619 0.918263 -2.062632 0.002 -0.005 0.009 0.2317
H 4.422068 2.997131 -1.764423 -0.010 0.008 -0.024 0.2483
H 3.373330 4.980533 -0.750968 0.020 -0.016 0.047 0.2427
H 1.357307 6.027362 0.356269 -0.004 0.001 -0.007 0.2478
H -0.964690 5.743862 1.209295 0.010 -0.006 0.027 0.2575
H -1.984382 3.483372 1.166580 -0.012 -0.006 -0.026 0.2195
H 0.901548 -2.459682 -3.674772 -0.008 0.009 -0.022 0.2404
S -0.469427 -2.143240 0.592256 0.067 -0.014 0.369 -0.2433
C -0.393108 -2.418575 2.311242 0.017 -0.022 0.011 0.1025
N -1.549029 -2.590908 2.993760 -0.026 -0.019 -0.031 -0.4584
C -1.627337 -2.785328 4.326485 0.006 -0.035 -0.012 0.0848
C -0.481947 -2.825394 5.072418 0.016 0.007 -0.010 -0.2376
C 0.741734 -2.703133 4.410728 -0.009 -0.021 0.023 -0.0755
C 0.787378 -2.511464 3.043131 0.001 0.035 -0.048 -0.2488
H -2.400535 -2.601676 2.444428 -0.014 0.070 0.015 0.4460
H -2.618895 -2.910104 4.736329 -0.003 0.012 -0.002 0.2505
H -0.538561 -2.962799 6.141528 0.002 -0.032 -0.004 0.2662
H 1.663950 -2.759743 4.974062 0.001 -0.006 -0.005 0.2554
H 1.726492 -2.432883 2.516114 0.005 0.058 0.019 0.2580
```
Forces are in eV/Å.

Summary:
- total energy (Ha) = -4210.56977
- total charge = +2

- total charge of number 3 (C21H15BrInN3OS)?
  +2